The following is a DFT calculation (wB97M-V/def2-TZVPD) of 7 unconnected molecules or ions with the total composition C42H99O22P in a non-equilibrium geometry.

XYZ file:
```
164
Properties=species:S:1:pos:R:3:forces:R:3:mulliken_charge:R:1
C 2.680686 -3.750765 -1.205697 0.246 -0.042 -0.359 -1.05
C 2.341267 -5.279083 -1.329168 1.064 0.787 0.834 -0.31
O 1.039724 -5.522714 -0.839470 -2.484 -0.794 1.499 -0.26
P 0.765823 -6.726999 0.245114 1.451 -0.372 0.067 0.75
O 1.257752 -8.036813 -0.268362 -1.381 1.473 0.699 -0.74
O 1.599182 -6.248627 1.526620 0.403 -1.748 -1.700 -0.41
C 1.219032 -5.034542 2.076015 -0.110 0.682 1.969 -0.25
C 0.517026 -5.310377 3.399695 -0.749 0.144 0.146 -1.14
O -0.733078 -6.554241 0.921127 2.849 -0.762 -2.001 0.03
C -1.823810 -7.281920 0.353608 -1.548 1.650 -0.708 -0.38
C -2.697681 -7.666455 1.510727 -0.624 -0.724 -0.603 -1.19
H 3.753699 -3.563581 -1.247144 0.245 -0.551 -0.007 0.35
H 2.319600 -2.994077 -1.902223 -0.677 -0.611 -0.423 0.33
H 2.395899 -3.368126 -0.225598 -0.217 -0.416 0.147 0.22
H 2.418185 -5.849453 -2.254833 0.256 0.800 -0.388 0.37
H 3.061504 -5.725944 -0.643837 0.073 -0.304 0.015 0.28
H 2.150975 -4.530639 2.332278 -0.150 0.658 -0.639 0.39
H 0.537578 -4.526065 1.393980 0.416 0.563 0.149 0.44
H -0.232890 -4.539665 3.577801 -0.113 0.001 0.087 0.27
H 0.008984 -6.270196 3.306264 -0.105 0.106 0.168 0.29
H 1.149385 -5.335059 4.287172 0.294 -0.068 -0.262 0.33
H -2.307910 -6.537707 -0.278755 -0.479 0.107 0.017 0.29
H -1.633281 -8.071894 -0.372857 0.872 -0.396 0.626 0.40
H -2.252481 -8.562170 1.943838 -0.196 0.273 0.679 0.29
H -2.908497 -6.836682 2.185362 0.643 -0.125 0.204 0.29
H -3.692152 -7.930479 1.150975 0.002 -0.315 -0.222 0.42
C -5.492979 -11.078653 -3.383800 -1.925 -1.253 1.036 -0.62
O -6.476332 -10.758984 -2.390370 1.057 0.786 0.860 -0.35
C -7.771583 -10.413594 -2.756222 0.475 1.516 -1.109 -0.59
C -7.753177 -9.190787 -3.756719 -0.199 -0.043 0.971 -0.52
O -7.034015 -8.090304 -3.155447 -0.285 1.190 -1.687 -0.32
C -7.193877 -6.797077 -3.885046 -0.105 0.551 1.501 -0.62
C -6.676167 -6.822189 -5.301421 -0.594 -2.235 -0.509 -0.25
O -6.784435 -5.677512 -6.089396 0.704 1.285 -0.618 -0.38
C -5.890968 -5.681687 -7.217595 1.409 0.186 0.880 -0.81
H -4.692100 -11.446676 -2.742510 0.514 0.469 -0.672 0.26
H -5.293150 -10.318303 -4.138812 0.313 0.189 0.404 0.17
H -5.948546 -11.954187 -3.846402 0.486 -0.276 -0.823 0.31
H -8.267574 -10.144934 -1.823521 -0.158 -0.058 -0.141 0.30
H -8.235326 -11.279650 -3.228441 -0.512 0.013 -0.236 0.35
H -8.735756 -8.797899 -4.017992 -0.422 -0.436 0.128 0.50
H -7.316607 -9.556556 -4.686105 0.361 0.222 -0.122 0.30
H -6.689957 -6.032454 -3.293840 0.925 -0.441 0.146 0.36
H -8.173496 -6.326769 -3.799935 -0.884 -0.989 -0.324 0.36
H -7.284942 -7.540182 -5.850955 0.000 -0.728 0.098 0.24
H -5.694870 -7.283899 -5.192021 0.614 0.442 -0.504 0.33
H -5.959016 -6.461793 -7.975814 -0.966 -0.282 0.170 0.31
H -4.872603 -5.795661 -6.846046 0.250 -0.268 0.340 0.34
H -5.786725 -4.721843 -7.723497 -1.048 0.167 0.218 0.32
C -13.096637 5.633176 -13.773409 0.187 -0.168 -2.401 -0.72
O -11.793798 5.082184 -13.762066 -0.254 1.567 -0.397 -0.36
C -11.281506 5.058635 -12.480315 0.080 -2.337 1.432 -0.48
C -11.314437 3.500313 -12.206349 0.582 2.208 2.192 -0.49
O -10.619593 3.276837 -10.961125 -0.657 0.073 -0.200 -0.29
C -10.226972 1.925618 -10.812969 0.258 0.671 0.051 -0.43
C -9.783326 1.570822 -9.421513 1.140 0.854 1.859 -0.56
O -8.545364 2.199760 -9.115644 0.918 0.333 -2.228 -0.30
C -7.790158 1.886053 -7.937378 -2.367 0.766 -1.817 -0.69
H -13.855598 4.875685 -13.577798 -0.094 0.133 0.808 0.29
H -13.221208 5.830702 -14.838095 -0.411 0.339 -0.100 0.27
H -13.197462 6.592520 -13.265866 -0.012 -0.277 0.418 0.34
H -11.932290 5.567678 -11.769359 -0.434 -0.240 0.104 0.29
H -10.344077 5.567063 -12.254869 0.601 -0.354 -0.955 0.39
H -10.934245 2.917779 -13.045520 0.180 0.121 0.049 0.40
H -12.378448 3.342795 -12.029811 -0.133 -0.707 -0.291 0.21
H -9.361529 1.877768 -11.473895 0.031 -1.095 -0.220 0.30
H -11.070377 1.281040 -11.060533 0.119 -0.329 -0.354 0.36
H -9.682561 0.495849 -9.271959 -0.189 -0.316 -0.311 0.39
H -10.399877 1.978038 -8.620178 -1.158 -0.303 -0.252 0.31
H -7.556733 0.822181 -7.979805 0.459 0.069 0.617 0.25
H -8.527520 2.192081 -7.195263 0.781 -0.423 1.233 0.31
H -6.986790 2.610592 -8.070567 0.371 -0.587 0.763 0.22
C 12.201293 -7.843769 6.454253 0.048 1.573 -0.468 -0.57
O 12.441770 -7.742111 5.036869 -0.151 -0.459 -0.402 -0.42
C 11.335791 -7.282461 4.198579 -0.022 -0.481 2.533 -0.45
C 11.143160 -5.761734 4.374621 0.260 -0.761 -0.729 -0.51
O 10.530701 -5.275363 5.542797 0.659 -0.102 0.654 -0.33
C 9.160342 -5.491906 5.630297 -1.208 0.034 0.009 -0.35
C 8.530554 -4.713618 6.791297 -0.286 1.867 0.243 -0.82
O 8.406854 -3.255145 6.583070 0.424 -3.638 -4.464 -0.30
C 8.308548 -2.513651 7.684807 0.239 0.529 1.105 -0.68
H 12.883852 -8.522939 6.965068 -0.179 -0.520 -0.648 0.27
H 11.153690 -8.002516 6.710019 -0.084 -0.525 -0.179 0.24
H 12.438449 -6.877393 6.899192 -0.057 0.279 0.088 0.24
H 10.490690 -7.875193 4.548689 -0.566 0.188 -0.082 0.32
H 11.487747 -7.604157 3.168281 0.535 0.382 0.063 0.34
H 10.585996 -5.380407 3.518898 0.097 0.193 -0.334 0.42
H 12.179124 -5.422844 4.380840 -0.172 0.583 -0.063 0.33
H 8.919393 -6.544608 5.778138 0.109 -0.362 0.490 0.29
H 8.685650 -5.314438 4.665269 -0.211 0.682 -0.172 0.40
H 9.107852 -4.902360 7.696402 0.523 0.157 0.075 0.37
H 7.518882 -4.986640 7.091438 -0.153 -0.803 -0.582 0.42
H 7.345660 -2.673834 8.169874 -0.016 -0.066 0.789 0.24
H 8.324683 -1.481426 7.335021 0.345 0.177 0.490 0.19
H 9.199354 -2.860440 8.208548 -0.134 1.075 1.581 0.37
C -0.628781 14.526790 5.321264 -1.053 -0.453 0.075 -0.61
O -1.695509 15.010241 4.458568 1.061 -1.243 -0.211 -0.37
C -1.680953 14.527971 3.106804 -0.402 1.769 0.133 -0.55
C -2.005438 13.122887 2.754565 -0.026 -1.559 0.803 -0.24
O -1.622831 12.338160 3.883827 -0.057 -0.598 -1.252 -0.27
C -1.385452 10.952150 3.684376 0.105 0.889 1.813 -0.71
C -2.443708 10.117105 3.033650 0.959 -1.024 -1.171 -0.38
O -3.752106 10.361179 3.299875 -2.429 -0.121 1.694 -0.33
C -4.683766 9.329314 2.846644 0.826 1.685 -0.264 -0.74
H -0.561059 15.253664 6.130696 0.221 -0.030 -0.166 0.28
H 0.336098 14.294303 4.870635 0.093 0.812 -0.641 0.30
H -0.879113 13.544519 5.721968 -0.433 0.161 0.279 0.18
H -0.736111 14.787298 2.629170 0.094 0.376 0.046 0.32
H -2.540201 15.039240 2.672763 0.521 0.847 -0.321 0.27
H -1.497841 12.840804 1.832132 0.596 -0.091 -0.012 0.36
H -3.052211 13.013987 2.470845 -0.381 -0.289 0.646 0.23
H -1.159915 10.649396 4.706909 -0.623 -0.378 0.265 0.37
H -0.426404 10.693126 3.235801 0.118 0.445 -0.906 0.36
H -2.162223 9.118520 3.367875 0.069 -0.568 -0.278 0.38
H -2.333244 10.170989 1.950608 0.420 -0.157 -0.468 0.30
H -4.756865 9.527364 1.777283 -0.212 -0.656 -0.263 0.32
H -5.659985 9.526614 3.289561 0.245 0.104 0.157 0.24
H -4.376586 8.307348 3.068737 0.289 0.077 0.040 0.29
C 0.666050 0.650924 3.971740 0.215 -0.742 -0.083 -0.67
O 0.498154 0.967135 2.627793 -2.624 1.649 -2.388 -0.35
C -0.623613 1.872050 2.191949 0.374 -0.854 1.983 -0.64
C -1.819768 1.129068 1.523580 3.010 -0.202 -1.240 -0.24
O -2.441813 0.097629 2.220169 -0.519 0.153 0.466 -0.32
C -3.287054 -0.699752 1.412107 -1.215 -1.253 1.136 -0.62
C -4.704349 -0.113173 1.302671 0.820 -2.357 1.329 -0.53
O -4.674589 0.925711 0.436052 -0.436 0.543 -1.107 -0.29
C -5.762477 1.816607 0.480199 1.406 1.162 -0.408 -0.84
H 1.092426 -0.338781 3.808094 0.892 0.082 1.072 0.23
H -0.182407 0.443201 4.623714 -0.736 0.433 -0.431 0.31
H 1.282164 1.417873 4.441100 0.372 -0.341 0.303 0.29
H -0.206291 2.604078 1.500519 0.007 -0.423 -0.433 0.33
H -0.873085 2.483146 3.059374 -0.390 -0.145 0.291 0.39
H -1.225751 0.582659 0.790996 -0.036 0.102 -0.934 0.22
H -2.453795 1.811367 0.957386 -0.324 0.126 0.471 0.29
H -3.348024 -1.659036 1.926065 -0.450 0.087 0.855 0.39
H -2.923613 -1.167599 0.497157 0.695 1.364 -0.803 0.37
H -5.052348 0.052675 2.322223 0.317 1.264 0.437 0.33
H -5.431705 -0.897340 1.092599 -0.059 -0.448 -1.128 0.43
H -5.698640 2.299881 1.455118 -0.899 0.004 0.212 0.37
H -6.739104 1.467071 0.145369 -0.004 -0.504 0.446 0.31
H -5.435555 2.566209 -0.240440 -0.410 0.280 -0.052 0.25
C 12.705317 6.762927 4.545260 0.442 -0.170 -1.604 -0.78
O 12.606701 5.418801 4.155414 -1.251 -2.091 0.344 -0.28
C 13.539538 4.790683 3.247243 -0.497 0.595 1.528 -0.46
C 13.134052 3.337015 2.834903 -0.213 1.331 -1.359 -0.63
O 11.786874 3.178502 2.359078 0.470 -0.437 0.227 -0.32
C 10.801039 2.700413 3.304280 1.186 1.170 -0.262 -0.30
C 9.417080 2.806833 2.705296 1.078 -1.811 -0.006 -0.62
O 8.966743 4.057129 2.435986 -0.376 2.030 0.170 -0.36
C 9.225723 5.058959 3.410892 -0.712 0.789 -0.005 -0.70
H 12.055129 7.042658 5.374183 0.235 -0.757 0.345 0.24
H 12.288191 7.323697 3.708823 0.494 0.727 -0.188 0.31
H 13.759747 6.969666 4.728400 -0.038 0.650 0.208 0.32
H 14.453700 4.711048 3.835534 0.550 -0.153 -0.297 0.33
H 13.735597 5.453637 2.404548 -0.243 -0.122 -0.312 0.39
H 13.583988 2.596249 3.495896 -0.949 -0.177 0.627 0.36
H 13.705258 3.180433 1.919865 0.242 0.048 -0.125 0.32
H 10.956907 3.402600 4.123262 -0.488 -0.581 0.735 0.30
H 11.013522 1.657649 3.540074 -0.023 -0.034 0.343 0.32
H 8.724944 2.237878 3.326047 -0.171 -0.025 0.503 0.35
H 9.452575 2.255889 1.765459 -0.061 0.054 -0.258 0.32
H 10.205658 5.529465 3.330644 0.150 -0.265 -0.262 0.18
H 9.081964 4.810480 4.462420 0.084 -0.897 0.073 0.34
H 8.459290 5.822466 3.277697 0.088 0.124 -0.425 0.35
```
Positions in Å, forces in eV/Å.

Computed properties:
- LUMO level (Ha) = 0.0162
- F_max (eV/A) = 5.8
- orbital gap (eV) = 9.8
- net charge = 0
- electronic energy (eV) = -99477.040
- SMILES = CCOP(=O)(OCC)OCC.COCCOCCOC.COCCOCCOC.COCCOCCOC.COCCOCCOC.COCCOCCOC.COCCOCCOC
- relative energy (zero: lowest compared OMol25 entry of this formula, charge and spin) (eV) = 8.541
- E_HOMO (Eh) = -0.34315

***

The following is a DFT calculation (wB97M-V/def2-TZVPD) of 2 unconnected molecules or ions with the total composition C5H15NO in a non-equilibrium geometry.

XYZ file:
```
22
Properties=species:S:1:pos:R:3:forces:R:3:nbo_charge:R:1
C 1.875130 -0.167441 -0.660541 -1.658 0.007 0.086 -0.85
C 1.162684 1.201966 -0.556350 0.848 0.025 0.161 -0.22
N -0.250618 1.265156 -0.309049 -0.535 -0.235 0.098 -0.46
C -0.668331 1.248646 1.093592 -0.466 -1.139 -1.555 -0.20
C -0.439315 -0.026340 1.900681 0.271 0.533 0.346 -0.75
C -1.110020 0.537899 -1.240641 0.936 0.439 0.204 -0.43
H 1.355391 -0.922877 -0.066079 0.050 0.142 0.296 0.17
H 1.680751 -0.515122 -1.668493 0.896 -0.305 -0.352 0.20
H 2.887151 -0.165204 -0.268464 0.239 0.083 -0.561 0.21
H 1.438460 1.813563 -1.421494 -0.325 -0.191 -0.456 0.17
H 1.646813 1.761912 0.218803 0.166 0.322 0.918 0.18
H -1.729525 1.471750 1.052300 -0.329 0.146 0.249 0.17
H -0.175816 2.076411 1.539292 0.502 0.759 0.767 0.18
H -0.769426 0.226038 2.915574 0.201 -0.357 0.113 0.19
H 0.628875 -0.247915 1.894682 -0.049 -0.102 0.322 0.20
H -0.961223 -0.931183 1.590421 -0.130 0.185 -0.288 0.23
H -2.142929 0.738080 -0.975103 -0.229 0.230 -0.258 0.19
H -1.008732 -0.549518 -1.263662 0.215 -0.227 0.108 0.19
H -0.823612 0.939574 -2.219382 -0.539 -0.238 -0.186 0.18
H 0.060803 -2.438063 -0.149717 0.270 -0.120 0.140 0.42
H -0.394514 -3.854175 0.253581 0.163 0.042 0.043 0.30
O -0.650369 -3.080259 -0.279746 -0.496 0.001 -0.195 -1.27
```
Positions in Å, forces in eV/Å.

Computed properties:
- LUMO level (alpha / beta) (Ha) = 0.1356 / 0.1320
- F_max (eV/A) = 2.0
- orbital gap (alpha / beta) (eV) = 2.6 / 8.6
- net charge = -1
- electronic energy (eV) = -8963.907
- multiplicity = 2
- relative energy (zero: lowest compared OMol25 entry of this formula, charge and spin) (eV) = 0.970
- E_HOMO (alpha / beta) (Eh) = 0.04072 / -0.18277

***

The following is a DFT calculation (wB97M-V/def2-TZVPD) of C3H2N2O2S in the gas phase in a non-equilibrium geometry.

XYZ file:
```
10
Properties=species:S:1:pos:R:3:forces:R:3:nbo_charge:R:1
O -1.840222 0.169913 -0.230263 -0.258 -1.381 -4.706 -0.59
C -0.507843 0.156257 -0.160083 -1.263 0.186 2.500 0.24
C 0.312290 -0.300748 -1.093968 1.159 -0.597 -1.162 -0.19
N 1.729248 -0.282578 -0.793624 -1.466 0.191 -0.722 -0.14
N 2.136179 -0.166405 0.344033 -0.061 -0.665 -0.185 0.18
O 1.141806 -0.171534 1.431921 -0.641 1.344 0.163 -0.39
C -0.080224 0.433103 1.238217 1.007 -0.271 1.861 0.16
S -0.863306 1.082378 2.589912 1.026 -1.048 -2.769 0.02
H -1.934341 -0.231269 -1.218528 -0.805 1.435 3.250 0.48
H -0.093587 -0.689117 -2.107617 1.302 0.807 1.770 0.23
```
Positions in Å, forces in eV/Å.

Computed properties:
- LUMO level (Ha) = -0.0422
- F_max (eV/A) = 4.9
- orbital gap (eV) = 8.1
- net charge = 0
- electronic energy (eV) = -21049.482
- SMILES = Oc1cnnoc1=S
- relative energy (zero: lowest compared OMol25 entry of this formula, charge and spin) (eV) = 5.251
- E_HOMO (Eh) = -0.33920

***

The following is a DFT calculation (wB97M-V/def2-TZVPD) of a molecular structure, H4NO2PS in a non-equilibrium geometry.

XYZ file:
```
9
Properties=species:S:1:pos:R:3:forces:R:3:nbo_charge:R:1
N 1.034123 -0.991650 1.483809 0.394 -2.761 -0.336 -0.46
O 0.189073 2.102274 -1.008099 0.540 -2.050 0.612 -0.98
O 0.678058 -0.069376 0.525466 -0.098 2.325 -1.518 -0.71
P -0.196471 0.555453 -1.384976 -0.721 -1.012 1.869 1.17
S -2.257836 0.520006 -0.701721 0.676 -1.511 -1.344 -0.33
H 1.888000 -1.633960 1.229679 -2.043 1.598 0.005 0.32
H 0.967277 1.873195 -0.433204 -0.212 0.843 0.168 0.52
H 0.225441 -1.642491 1.678964 1.033 0.855 -0.352 0.32
H -2.527667 -0.713450 -1.389918 0.429 1.713 0.896 0.16
```
Positions in Å, forces in eV/Å.

Computed properties:
- LUMO level (alpha / beta) (Ha) = -0.0148 / -0.0148
- F_max (eV/A) = 2.8
- orbital gap (alpha / beta) (eV) = 7.5 / 7.5
- net charge = 0
- electronic energy (eV) = -25771.074
- relative energy (zero: lowest compared OMol25 entry of this formula, charge and spin) (eV) = 5.408
- E_HOMO (alpha / beta) (Eh) = -0.29074 / -0.29064

***

The following is a DFT calculation (wB97M-V/def2-TZVPD) of 2 unconnected molecules or ions with the total composition CH4N5 in a non-equilibrium geometry.

XYZ file:
```
10
Properties=species:S:1:pos:R:3:forces:R:3:nbo_charge:R:1
C -1.139252 -0.660661 -1.368274 4.130 -1.311 -4.699 -0.60
N 0.802961 0.461802 0.332892 0.263 -0.387 0.207 -0.26
N 1.576409 0.608291 1.143869 -2.378 -0.136 -2.081 0.31
N -2.046757 0.390781 0.623966 1.156 -3.060 -5.268 0.37
N 2.407314 1.005429 1.864607 2.573 0.855 2.186 -0.43
N -1.743649 -0.151208 -0.330260 -2.911 4.337 8.594 0.17
H -1.028007 0.119340 -2.159652 -1.251 -0.635 -0.081 0.33
H -0.018747 -0.599730 -1.208720 -0.853 -0.341 0.975 0.37
H -1.315961 -1.712726 -1.658697 -0.756 0.782 0.136 0.33
H 2.505690 0.538681 2.760268 0.028 -0.103 0.031 0.40
```
Positions in Å, forces in eV/Å.

Computed properties:
- LUMO level (Ha) = -0.2211
- F_max (eV/A) = 10.1
- orbital gap (eV) = 8.2
- net charge = +1
- electronic energy (eV) = -8540.773
- relative energy (zero: lowest compared OMol25 entry of this formula, charge and spin) (eV) = 2.926
- E_HOMO (Eh) = -0.52365